Entry 1:
C23H41N2P3SeSn as an isolated structure, computed with ωB97M-V/def2-TZVPD.

Energy above the lowest of the compared OMol25 structures with the same formula, charge and spin   0.000 eV
Gap between HOMO and LUMO (alpha / beta)   0.1876 / 0.1296 hartree
Lowest unoccupied orbital energy (alpha / beta)   -0.5186 / -0.5766 Eh
Highest occupied orbital energy (alpha / beta)   -19.2 / -19.2 eV
Total charge   +4

Each line ends with the Löwdin charge.
Atoms and positions in Å:
Sn  -0.07  -0.18  0.43  0.61
P  0.30  2.08  1.96  0.72
P  -2.64  0.57  0.24  0.69
P  2.63  -0.22  0.18  0.70
H  -1.40  -2.97  -7.40  0.13
C  -0.57  -3.65  -7.19  0.18
C  -0.72  -4.76  -6.46  0.24
H  -1.71  -5.13  -6.17  0.14
C  0.38  3.73  1.18  -0.23
C  -0.99  2.41  3.20  -0.21
C  1.77  2.21  3.03  -0.21
C  -3.34  -0.53  -1.03  -0.24
C  -3.75  0.34  1.66  -0.22
C  -3.06  2.23  -0.36  -0.23
C  2.98  -1.47  -1.11  -0.23
C  3.60  -0.76  1.62  -0.22
C  3.49  1.28  -0.41  -0.23
H  0.39  -3.40  -7.65  0.13
H  0.13  -5.41  -6.25  0.14
H  0.45  4.47  1.99  0.09
H  -0.52  3.90  0.58  0.05
H  1.27  3.79  0.54  0.06
H  -0.73  3.34  3.72  0.09
H  -1.04  1.59  3.93  0.04
H  -1.96  2.53  2.70  0.04
H  1.76  3.20  3.52  0.09
H  2.69  2.12  2.44  0.04
H  1.74  1.43  3.79  0.03
H  -4.44  -0.45  -0.97  0.08
H  -3.03  -1.56  -0.83  0.06
H  -2.99  -0.23  -2.03  0.05
H  -4.67  0.90  1.45  0.08
H  -3.29  0.72  2.58  0.03
H  -3.99  -0.73  1.79  0.07
H  -4.16  2.26  -0.45  0.09
H  -2.60  2.43  -1.34  0.04
H  -2.73  3.00  0.36  0.05
H  4.07  -1.64  -1.14  0.08
H  2.63  -1.13  -2.09  0.05
H  2.47  -2.40  -0.84  0.06
H  4.66  -0.86  1.33  0.09
H  3.22  -1.74  1.98  0.07
H  3.50  -0.02  2.43  0.04
H  4.56  1.05  -0.52  0.09
H  3.38  2.10  0.30  0.04
H  3.09  1.61  -1.38  0.03
C  0.15  0.38  -3.26  -0.59
C  -0.24  -0.97  -3.19  -0.14
C  -0.25  -1.77  -4.31  -0.03
C  0.11  -1.20  -5.54  -0.02
C  0.51  0.13  -5.64  0.00
C  0.54  0.92  -4.50  -0.06
Se  0.20  1.50  -1.75  0.90
H  -0.36  -1.77  -0.33  -0.01
H  -0.51  -1.41  -2.23  0.03
H  -0.52  -2.83  -4.24  0.12
H  0.09  -1.80  -6.44  0.06
H  0.81  0.52  -6.61  0.14
H  0.87  1.95  -4.55  0.12
N  2.60  0.19  6.88  0.23
C  1.72  -0.19  6.21  -0.15
C  0.62  -0.61  5.39  -0.19
C  -0.68  -0.64  5.89  0.04
C  -1.71  -0.99  5.04  -0.01
C  -1.42  -1.28  3.70  -0.14
N  -0.18  -1.16  3.21  0.00
C  0.84  -0.93  4.04  -0.11
H  -0.88  -0.38  6.92  0.15
H  -2.75  -1.04  5.34  0.14
H  -2.18  -1.63  2.99  0.11
H  1.86  -1.01  3.64  0.11

Entry 2:
A 2-piece molecular cluster, C23H41N4O8S2 overall, computed with ωB97M-V/def2-TZVPD.

Energy above the lowest of the compared OMol25 structures with the same formula, charge and spin   2.171 eV
Gap between HOMO and LUMO   0.2220 hartree
Lowest unoccupied orbital energy   -0.1393 Eh
Highest occupied orbital energy   -9.8 eV
Total charge   +1

Each line ends with the Löwdin charge.
Atoms and positions in Å:
C  2.39  2.42  -0.73  0.02
C  1.78  1.68  -1.95  -0.51
O  2.45  1.59  -2.93  0.13
O  0.49  1.16  -1.98  -0.03
C  0.18  0.41  -0.79  -0.17
C  1.22  -0.72  -0.50  -0.12
C  1.32  -1.77  -1.68  -0.07
N  0.42  -2.93  -1.49  0.04
C  0.35  -3.74  -0.38  -0.02
N  -0.64  -4.60  -0.69  -0.42
S  -0.99  -5.75  0.56  1.04
C  -2.03  -4.81  1.74  -0.31
C  -2.84  -3.65  1.07  -0.53
O  -2.36  -2.55  1.08  0.12
O  -4.04  -4.00  0.57  0.00
C  -4.53  -3.09  -0.44  -0.09
C  -5.66  -2.12  0.09  -0.29
C  -5.76  -2.04  1.65  -0.02
O  -5.51  -0.82  -0.51  0.00
C  -6.72  -0.21  -0.78  -0.53
O  -7.62  -0.16  -0.01  0.13
C  -6.94  0.51  -2.16  -0.42
S  -7.03  2.35  -1.96  0.69
N  -1.21  -4.43  -1.88  0.18
C  -0.54  -3.37  -2.37  -0.17
C  -0.96  -2.84  -3.76  -0.06
C  -2.53  -2.75  -3.90  -0.06
C  -3.13  -4.15  -4.24  -0.49
O  -2.74  -4.69  -5.22  0.15
O  -4.07  -4.77  -3.45  0.07
H  1.65  2.49  0.10  0.08
H  2.72  3.46  -0.95  0.10
H  3.31  1.85  -0.45  0.10
H  0.03  1.06  0.10  0.13
H  -0.80  -0.09  -1.00  0.13
H  2.23  -0.34  -0.22  0.12
H  0.84  -1.26  0.41  0.12
H  1.04  -1.23  -2.62  0.13
H  2.38  -2.10  -1.74  0.15
H  0.94  -3.72  0.55  0.18
H  -2.79  -5.52  2.15  0.11
H  -1.43  -4.34  2.56  0.10
H  -5.02  -3.72  -1.21  0.13
H  -3.72  -2.53  -0.97  0.12
H  -6.64  -2.53  -0.27  0.16
H  -6.79  -1.65  1.87  0.09
H  -5.06  -1.27  2.04  0.10
H  -5.69  -3.02  2.16  0.09
H  -7.97  0.21  -2.48  0.09
H  -6.17  0.25  -2.90  0.07
H  -6.67  2.64  -0.67  -0.13
H  -0.65  -3.58  -4.54  0.14
H  -0.46  -1.86  -3.92  0.12
H  -2.72  -2.05  -4.75  0.14
H  -3.03  -2.33  -3.00  0.10
H  -3.75  -4.81  -2.53  0.08
C  6.55  2.18  2.01  -0.09
C  6.09  3.60  1.70  -0.28
N  4.87  3.98  2.41  -0.20
C  4.26  5.20  1.89  -0.26
C  5.05  6.50  2.00  -0.08
C  4.92  3.87  3.86  -0.25
C  6.01  4.65  4.60  -0.08
H  5.74  1.46  1.85  0.07
H  7.38  1.91  1.36  0.07
H  6.89  2.09  3.04  0.07
H  5.89  3.64  0.62  0.11
H  6.91  4.30  1.89  0.10
H  3.28  5.34  2.36  0.11
H  4.04  5.03  0.83  0.10
H  5.07  6.88  3.03  0.06
H  4.57  7.28  1.39  0.07
H  6.08  6.40  1.65  0.07
H  5.02  2.82  4.12  0.10
H  3.95  4.15  4.27  0.11
H  6.99  4.53  4.14  0.07
H  6.09  4.28  5.63  0.07
H  5.78  5.71  4.67  0.06

Entry 3:
A 2-piece molecular cluster, C23H42B2Cl2F3N2O7P overall, computed with ωB97M-V/def2-TZVPD.

Gap between HOMO and LUMO   0.1950 hartree
Lowest unoccupied orbital energy   -0.0404 Eh
Highest occupied orbital energy   -6.4 eV

Each line ends with the Löwdin charge.
Atoms and positions in Å:
C  -1.99  -0.52  0.90  -0.10
O  -1.38  -0.30  -0.41  -0.07
B  -1.08  -1.54  -1.08  -0.55
O  -1.07  -2.76  -0.29  0.04
P  -0.72  -1.72  -3.01  0.60
C  -1.84  -3.27  -3.29  -0.16
C  0.50  -0.23  -2.64  -0.22
O  1.42  -0.62  -1.53  -0.05
C  2.08  0.50  -1.01  -0.49
F  1.34  1.06  0.08  0.06
F  2.33  1.55  -1.92  0.09
F  3.33  0.06  -0.51  0.08
C  -1.91  -0.40  -3.68  -0.57
Cl  -1.18  0.71  -5.00  0.54
C  -3.25  -0.14  -3.41  -0.66
C  -4.06  -0.96  -2.37  -0.12
Cl  -4.16  1.20  -4.31  0.48
O  0.45  -2.91  -2.41  -0.34
C  1.44  -3.36  -3.37  -0.19
B  2.89  -3.79  -2.80  -0.35
C  2.90  -4.50  -1.32  -0.03
O  4.16  -3.66  -3.47  0.05
C  1.29  -2.46  -4.70  -0.25
C  2.53  -1.70  -5.33  -0.06
C  3.50  -0.75  -4.52  0.03
C  4.57  -0.12  -5.42  -0.06
C  4.75  -0.38  -6.92  -0.14
N  3.90  -1.29  -7.60  -0.01
C  2.88  -1.87  -6.81  -0.09
O  0.01  -1.75  -4.61  -0.35
H  -2.37  0.52  1.24  0.08
H  -2.92  -1.19  0.78  0.10
H  -1.27  -0.94  1.68  0.10
H  -0.39  -2.73  0.41  0.10
H  -2.51  -3.05  -4.21  0.06
H  -2.45  -3.56  -2.37  0.04
H  -1.20  -4.18  -3.57  0.05
H  1.17  0.04  -3.52  0.08
H  -0.07  0.75  -2.40  0.11
H  -5.18  -0.76  -2.57  0.08
H  -3.95  -2.08  -2.30  0.07
H  -3.88  -0.51  -1.32  0.08
H  0.97  -4.38  -3.70  0.15
H  1.95  -4.21  -0.72  0.06
H  2.83  -5.65  -1.44  0.07
H  3.82  -4.22  -0.70  0.06
H  4.45  -4.58  -3.68  0.11
H  1.04  -3.27  -5.50  0.14
H  3.34  -0.54  -3.42  0.09
H  5.29  0.63  -4.93  0.08
H  5.60  0.16  -7.46  0.10
H  2.19  -2.60  -7.38  0.11
C  -2.76  2.48  3.32  -0.06
C  -1.85  3.42  4.08  -0.15
N  -1.77  3.15  5.59  -0.24
C  -3.18  3.29  6.17  0.01
C  -0.95  4.25  6.28  -0.15
C  0.53  4.32  5.92  -0.05
C  -1.30  1.72  5.95  -0.05
C  0.01  1.24  5.33  -0.20
O  -0.06  1.22  3.91  -0.21
C  1.21  1.34  3.28  -0.06
H  -3.81  2.60  3.60  0.08
H  -2.70  2.70  2.25  0.10
H  -2.49  1.43  3.45  0.07
H  -2.22  4.45  3.97  0.14
H  -0.84  3.40  3.67  0.11
H  -3.57  4.27  5.89  0.12
H  -3.11  3.21  7.26  0.11
H  -3.81  2.50  5.78  0.10
H  -1.05  4.10  7.35  0.13
H  -1.43  5.19  6.01  0.13
H  1.11  3.62  6.52  0.08
H  0.91  5.31  6.17  0.10
H  0.73  4.15  4.86  0.08
H  -2.11  1.05  5.63  0.13
H  -1.23  1.69  7.04  0.14
H  0.18  0.21  5.66  0.14
H  0.87  1.82  5.68  0.10
H  2.04  1.09  3.94  0.10
H  1.32  2.37  2.93  0.09
H  1.23  0.68  2.41  0.08

Entry 4:
C23H42BBeCaCl3F5N2O14 as an isolated structure, computed with ωB97M-V/def2-TZVPD.

Gap between HOMO and LUMO   0.0410 hartree
Lowest unoccupied orbital energy   -0.0654 Eh
Highest occupied orbital energy   -2.9 eV
Total charge   -1

Each line ends with the Löwdin charge.
Atoms and positions in Å:
C  6.87  0.51  -1.36  -0.09
C  5.50  -0.27  -0.99  -0.17
C  4.69  -0.73  -2.29  -0.22
F  5.18  0.05  -3.42  -0.07
C  3.09  -0.47  -2.19  -0.34
C  2.98  1.10  -2.23  -0.03
C  1.76  1.66  -1.15  -0.17
C  0.54  2.52  -1.90  -0.04
O  1.67  3.16  -0.99  -0.15
N  2.40  -0.91  -3.48  0.10
C  1.13  -1.65  -3.20  -0.31
O  0.45  -2.32  -4.03  0.04
C  0.82  -1.48  -1.61  -0.15
C  -0.11  -2.55  -0.89  -0.08
C  -0.80  -1.86  0.41  -0.36
C  -2.37  -1.57  0.16  -0.06
O  -0.76  -2.73  1.58  -0.17
C  2.37  -1.41  -1.14  -0.24
C  2.70  -1.37  0.43  -0.03
C  3.76  -2.69  0.65  -0.26
C  4.34  -2.84  2.22  0.06
O  3.25  -3.80  1.54  -0.26
H  7.42  0.84  -0.39  0.06
H  7.52  -0.22  -1.95  0.08
H  6.64  1.47  -1.94  0.09
H  4.89  0.49  -0.37  0.11
H  5.80  -1.12  -0.29  0.11
H  4.95  -1.83  -2.52  0.11
H  2.63  1.48  -3.26  0.12
H  3.89  1.71  -1.95  0.12
H  1.46  0.95  -0.23  0.14
H  -0.49  2.57  -1.41  0.06
H  0.78  2.52  -3.00  0.10
H  3.01  -1.73  -3.72  0.11
H  0.21  -0.52  -1.57  0.14
H  0.49  -3.45  -0.49  0.10
H  -0.96  -2.95  -1.54  0.13
H  -0.34  -0.84  0.62  0.13
H  -2.88  -1.18  1.12  0.09
H  -2.55  -0.78  -0.66  0.08
H  -2.95  -2.52  -0.13  0.08
H  -1.68  -2.87  1.90  0.05
H  2.71  -2.49  -1.49  -0.09
H  3.30  -0.45  0.73  0.11
H  1.81  -1.58  1.11  0.12
H  4.52  -2.96  -0.24  0.05
H  3.68  -2.51  3.09  0.13
H  5.24  -3.52  2.27  0.11
O  0.42  -5.65  0.88  0.29
H  1.23  -5.26  1.29  0.16
H  -0.39  -5.45  1.42  0.17
H  0.52  -6.61  0.72  0.19
N  0.14  -4.23  4.15  -0.56
O  0.34  -3.14  4.76  -0.37
O  1.08  -5.03  4.01  -0.02
O  -0.99  -4.49  3.69  -0.04
O  -3.77  -4.09  1.65  0.08
C  -4.84  -3.56  1.85  -0.52
O  -4.90  -2.38  2.49  0.00
C  -6.09  -1.59  2.62  -0.22
C  -6.93  -2.05  3.79  -0.06
C  -6.12  -4.25  1.46  0.01
H  -6.65  -1.57  1.68  0.12
H  -5.75  -0.56  2.80  0.13
H  -7.27  -3.08  3.66  0.07
H  -7.80  -1.41  3.92  0.08
H  -6.34  -2.03  4.72  0.09
H  -6.39  -4.96  2.24  0.10
H  -5.95  -4.78  0.52  0.09
H  -6.95  -3.57  1.28  0.07
Cl  -3.51  6.78  -2.63  0.60
C  -2.29  6.58  -1.34  -0.65
C  -1.67  5.20  -1.34  -0.65
Cl  -2.83  3.94  -0.86  0.60
H  -2.78  6.80  -0.38  0.09
H  -1.52  7.33  -1.51  0.02
H  -0.85  5.16  -0.62  0.09
H  -1.28  4.94  -2.32  0.08
Ca  -2.67  9.30  -2.46  1.40
C  7.51  2.29  2.13  -0.99
O  7.92  2.96  3.09  0.06
O  7.91  2.42  0.94  0.05
O  6.63  1.39  2.20  0.07
B  -6.55  8.65  -0.07  -1.14
F  -6.44  8.99  1.32  0.06
F  -7.62  9.39  -0.66  0.06
F  -5.32  8.97  -0.74  -0.01
F  -6.80  7.25  -0.20  0.06
Be  3.44  -3.85  -1.79  0.45
O  -2.80  9.03  -5.83  -0.63
H  -3.11  8.85  -6.71  -0.18
Cl  -0.56  -1.44  4.32  0.28

These records have max |F| values of 4.01, 3.27, 5.56, 5.39 eV Å⁻¹, in the order they appear.
These records have electronic energy values of -126496.8130, -68518.1467, -85676.4090, -126829.6446 eV, in the order they appear.